i | This record from the Open Molecules 2025 dataset describes 2 unconnected molecules or ions with the total composition C6H8O2. The level of theory is the ωB97M-V functional and the def2-TZVPD basis.

Properties
HOMO-LUMO gap   8.810 eV
SMILES   Oc1ccccc1.O
Multiplicity   1

Atoms and positions in Å:
O  -0.814  -2.311  0.707
C  -0.803  -1.013  0.486
C  -2.045  -0.309  0.456
C  -2.113  1.061  0.231
C  -0.912  1.834  0.117
C  0.332  1.130  0.096
C  0.379  -0.267  0.242
H  0.074  -2.688  0.923
H  -2.899  -0.952  0.706
H  -3.073  1.594  0.209
H  -0.965  2.930  0.120
H  1.318  1.609  0.028
H  1.338  -0.802  0.244
O  3.295  -0.291  -1.750
H  2.996  -1.224  -1.847
H  3.893  -0.301  -0.969

Here are the Löwdin charges for atoms 1 to 2, given in e: atom 1 (O): 0.056, atom 2 (C): -0.357

ii | This record from the Open Molecules 2025 dataset describes a single C6H8O2 molecule. The level of theory is the ωB97M-V functional and the def2-TZVPD basis.

Properties
HOMO-LUMO gap   10.799 eV
SMILES   C1O[C@H]2OC[C@H]3[C@@H]1[C@@H]23
Multiplicity   1

Atoms and positions in Å:
C  0.126  -0.722  -1.482
O  -1.037  0.049  -1.234
C  -0.886  0.742  -0.027
O  -1.169  -0.077  1.086
C  0.007  -0.744  1.523
C  1.213  -0.063  0.811
C  1.228  -0.065  -0.742
C  0.607  1.077  0.055
H  -0.116  -1.732  -1.100
H  0.274  -0.837  -2.606
H  -1.568  1.562  -0.064
H  0.053  -0.598  2.610
H  -0.101  -1.826  1.240
H  2.104  0.155  1.413
H  2.232  0.026  -1.224
H  1.001  2.116  0.083

Here are the Löwdin charges for atoms 1 to 2, given in e: atom 1 (C): -0.167, atom 2 (O): -0.055

iii | This record from the Open Molecules 2025 dataset describes a single C6H8O2 molecule. The level of theory is the ωB97M-V functional and the def2-TZVPD basis.

Properties
HOMO-LUMO gap   9.366 eV
SMILES   CC1=COC[C@@H]2O[C@@H]12
Multiplicity   1

Atoms and positions in Å:
C  -2.657  -0.486  0.134
C  -1.207  -0.109  -0.156
C  -0.730  1.164  -0.023
O  0.545  1.685  -0.094
C  1.753  0.779  0.073
C  1.174  -0.707  0.605
O  1.218  -1.832  -0.129
C  0.161  -0.703  -0.479
H  -2.694  -1.391  0.747
H  -2.999  0.538  0.841
H  -3.567  -0.462  -0.714
H  -1.727  1.881  0.083
H  2.103  0.469  -0.876
H  2.356  1.630  0.679
H  0.824  -0.721  1.601
H  0.625  -0.394  -1.500

Here are the Löwdin charges for atoms 1 to 2, given in e: atom 1 (C): -0.083, atom 2 (C): -0.240

Most stable: i. Least stable: iii.

i | This record from the Open Molecules 2025 dataset describes a single C6H8O2 molecule. The level of theory is the ωB97M-V functional and the def2-TZVPD basis.

Properties
HOMO-LUMO gap   10.895 eV
SMILES   C=C1C(=O)OC1(C)C
Multiplicity   1

Atoms and positions in Å:
C  1.279  -1.973  -0.087
C  1.346  -0.687  0.093
C  2.509  0.237  0.010
O  3.678  0.135  -0.111
O  1.750  1.351  0.098
C  0.428  0.673  0.060
C  -0.418  0.944  1.239
C  -0.236  0.710  -1.314
H  0.315  -2.517  -0.169
H  2.105  -2.490  -0.446
H  -1.376  0.597  0.977
H  -0.595  1.965  1.469
H  0.022  0.362  2.032
H  -1.298  0.640  -1.152
H  0.348  0.017  -1.888
H  -0.202  1.687  -1.859

Here are the Löwdin charges for atoms 1 to 2, given in e: atom 1 (C): 0.102, atom 2 (C): -0.127

ii | This record from the Open Molecules 2025 dataset describes a molecular structure, C6H8O2. The level of theory is the ωB97M-V functional and the def2-TZVPD basis.

Properties
HOMO-LUMO gap   9.738 eV
Multiplicity   1

Atoms and positions in Å:
C  -1.906  -0.177  -0.129
C  -0.519  -0.637  -0.256
C  0.602  0.070  0.644
C  1.602  1.308  -0.116
C  1.995  -0.066  0.008
C  3.132  -0.874  -0.058
H  -1.264  1.475  0.598
H  -0.418  -1.677  0.051
H  -0.507  -0.440  -1.490
H  0.511  0.312  1.813
H  2.498  2.044  0.339
H  1.260  1.595  -1.105
H  3.222  -1.808  0.601
H  3.794  -0.681  -1.227
O  -2.070  1.183  -0.092
O  -2.746  -1.004  0.075

Here are the Löwdin charges for atoms 1 to 2, given in e: atom 1 (C): -0.606, atom 2 (C): -0.090

iii | This record from the Open Molecules 2025 dataset describes a molecular structure, C6H8O2. The level of theory is the ωB97M-V functional and the def2-TZVPD basis.

Properties
HOMO-LUMO gap   8.780 eV
Multiplicity   1

Atoms and positions in Å:
C  1.298  1.230  -0.505
C  0.786  -0.091  0.003
C  -0.413  -1.128  -0.408
C  -2.215  0.223  -0.172
C  -1.498  0.420  0.915
C  -0.313  -0.587  0.923
H  0.455  1.977  -1.001
H  1.737  0.615  -1.281
H  2.003  1.646  0.211
H  2.653  -0.646  -0.651
H  -0.080  -2.195  -0.475
H  -3.080  0.447  -0.682
H  -1.565  0.921  1.869
H  -0.127  -1.078  1.990
O  1.902  -0.986  0.244
O  -1.544  -0.768  -0.980

Here are the Löwdin charges for atoms 1 to 2, given in e: atom 1 (C): -0.010, atom 2 (C): -0.444

iv | This record from the Open Molecules 2025 dataset describes a single C6H8O2 molecule. The level of theory is the ωB97M-V functional and the def2-TZVPD basis.

Properties
HOMO-LUMO gap   10.424 eV
SMILES   C1C[C@H]2O[C@@H]1[C@H]1O[C@H]12
Multiplicity   1

Atoms and positions in Å:
C  -0.033  0.778  1.187
C  -1.183  0.071  0.506
C  -0.886  -0.021  -0.847
O  -0.081  1.135  -0.808
C  0.897  0.824  0.167
C  1.365  -0.742  -0.215
O  0.526  -1.879  0.104
C  0.187  -1.136  -1.253
H  0.389  0.164  2.076
H  -0.156  1.777  1.565
H  -1.936  0.713  0.819
H  -1.384  -0.932  0.806
H  -1.658  0.214  -1.632
H  1.607  1.748  0.238
H  2.141  -0.987  -0.586
H  0.204  -1.729  -2.125

Here are the Löwdin charges for atoms 1 to 2, given in e: atom 1 (C): -0.188, atom 2 (C): -0.171

Most stable: i. Least stable: iv.

i | This record from the Open Molecules 2025 dataset describes a molecular structure, C6H8O2. The level of theory is the ωB97M-V functional and the def2-TZVPD basis.

Properties
HOMO-LUMO gap   9.918 eV
Multiplicity   1

Atoms and positions in Å:
C  1.935  -0.667  -0.152
C  0.513  0.040  -0.250
C  -0.083  1.238  -0.135
C  -1.559  0.889  -0.162
C  -1.649  -0.260  0.887
C  -0.659  -0.893  -0.203
H  2.686  1.025  -0.646
H  1.858  -1.268  0.776
H  2.049  -1.236  -1.055
H  0.359  2.284  -0.241
H  -2.459  1.551  -0.103
H  -1.166  -0.147  1.903
H  -2.683  -0.816  1.073
H  -0.556  -1.913  -0.474
O  2.896  0.409  0.036
O  -1.483  -0.236  -1.253

Here are the Löwdin charges for atoms 1 to 2, given in e: atom 1 (C): -0.134, atom 2 (C): -0.163

ii | This record from the Open Molecules 2025 dataset describes 2 unconnected molecules or ions with the total composition C6H8O2. The level of theory is the ωB97M-V functional and the def2-TZVPD basis.

Properties
HOMO-LUMO gap   8.936 eV
SMILES   Oc1ccccc1.O
Multiplicity   1

Atoms and positions in Å:
O  -1.925  -0.239  0.876
C  -0.635  0.175  0.730
C  0.143  -0.121  -0.407
C  1.486  0.258  -0.310
C  1.942  1.000  0.776
C  1.206  1.069  1.946
C  -0.136  0.818  1.860
H  -2.268  -0.673  0.047
H  -0.274  -0.664  -1.252
H  2.234  0.291  -1.066
H  2.884  1.524  0.638
H  1.667  1.607  2.772
H  -0.864  1.129  2.651
O  -2.167  -1.995  -2.928
H  -1.591  -1.323  -3.313
H  -1.702  -2.854  -3.020

Here are the Löwdin charges for atoms 1 to 2, given in e: atom 1 (O): 0.027, atom 2 (C): -0.328

iii | This record from the Open Molecules 2025 dataset describes 2 unconnected molecules or ions with the total composition C6H8O2. The level of theory is the ωB97M-V functional and the def2-TZVPD basis.

Properties
HOMO-LUMO gap   9.696 eV
SMILES   CC(C)=C=O.C#CO
Multiplicity   1

Atoms and positions in Å:
C  -0.933  -0.594  -2.480
C  -0.931  -0.172  -1.033
C  -1.688  1.082  -0.675
C  -0.309  -0.859  -0.134
O  0.260  -1.483  0.682
H  -1.956  -0.762  -2.814
H  -0.496  0.193  -3.094
H  -0.363  -1.508  -2.623
H  -1.615  1.293  0.388
H  -1.283  1.927  -1.230
H  -2.738  0.968  -0.941
C  2.429  0.832  3.512
C  2.571  -0.092  2.765
O  2.779  -1.087  1.955
H  2.326  1.627  4.182
H  1.947  -1.367  1.538

Here are the Löwdin charges for atoms 1 to 2, given in e: atom 1 (C): -0.051, atom 2 (C): -0.331

Most stable: ii. Least stable: i.

i | This record from the Open Molecules 2025 dataset describes a molecular structure, C6H8O2. The level of theory is the ωB97M-V functional and the def2-TZVPD basis.

Properties
HOMO-LUMO gap   10.535 eV
Multiplicity   1

Atoms and positions in Å:
C  -0.177  -0.513  -0.516
C  -1.039  0.469  1.196
C  -0.690  0.872  -0.277
C  2.269  0.390  -0.173
C  1.407  -0.608  -0.087
C  -1.513  -0.680  0.415
H  -1.512  -1.239  -1.535
H  -0.057  0.708  1.905
H  -1.685  1.040  1.706
H  -0.156  1.659  -0.791
H  2.352  1.583  -0.794
H  3.419  0.303  0.073
H  1.646  -1.705  0.382
H  -1.833  -1.629  0.731
O  -0.350  -1.121  -1.727
O  -2.083  0.471  -0.507

Here are the Löwdin charges for atoms 1 to 2, given in e: atom 1 (C): -0.482, atom 2 (C): -0.091

ii | This record from the Open Molecules 2025 dataset describes a single C6H8O2 molecule. The level of theory is the ωB97M-V functional and the def2-TZVPD basis.

Properties
HOMO-LUMO gap   9.636 eV
SMILES   C=C1CO[C@@H]2C[C@H]2O1
Multiplicity   1

Atoms and positions in Å:
C  -0.854  0.135  2.293
C  0.021  0.303  1.222
C  1.224  -0.566  0.803
O  0.615  -1.452  -0.500
C  -0.354  -0.541  -0.926
C  -0.475  0.164  -2.235
C  0.153  0.830  -0.987
O  -0.050  1.472  0.314
H  -1.561  0.988  2.640
H  -0.761  -0.528  3.147
H  2.236  -0.419  0.224
H  1.478  -1.205  1.698
H  -1.315  -0.591  -0.416
H  -1.499  0.370  -2.585
H  0.043  -0.045  -3.234
H  1.099  1.083  -1.459

Here are the Löwdin charges for atoms 1 to 2, given in e: atom 1 (C): 0.090, atom 2 (C): -0.286

Most stable: ii. Least stable: i.